Entry 1:
Computed, not measured: a structure of composition C37H33BF4O3PtS2, with ωB97M-V with the def2-TZVPD basis set.

The geometry in XYZ format:
```
81
Properties=species:S:1:pos:R:3:forces:R:3
Pt 0.30469 -0.18020 0.74428 -0.385 -0.252 0.252
C -0.52999 -7.08693 -4.47228 0.046 -0.004 -0.030
C -0.42454 -5.91763 -3.54280 -0.016 0.070 0.006
C -0.54358 -6.08000 -2.16746 0.012 0.078 -0.043
C -0.45036 -4.99346 -1.31521 0.023 0.086 0.153
C -0.25398 -3.73498 -1.84574 0.304 0.299 0.214
C -0.10261 -3.55268 -3.20922 0.044 0.129 0.027
C -0.19048 -4.64282 -4.05283 -0.070 -0.112 0.068
S -0.17174 -2.26596 -0.77064 -1.715 -0.751 -2.158
O 0.16645 -2.73654 0.58065 1.157 -0.048 1.270
C -1.99162 -2.07965 -0.73947 0.082 0.047 0.181
C -2.53268 -1.44634 -1.87372 -0.212 0.117 -0.114
C -3.87788 -1.26896 -1.99789 0.280 0.023 0.001
C -4.75097 -1.67759 -0.96699 0.101 -0.245 0.265
C -6.14736 -1.52161 -1.07813 -0.083 0.057 0.021
C -6.97736 -1.91244 -0.06574 -0.021 0.119 -0.242
C -6.44004 -2.46549 1.10454 0.149 -0.117 0.128
C -5.09062 -2.64107 1.23694 -0.197 -0.072 0.037
C -4.20822 -2.27213 0.20054 -0.115 0.139 -0.322
C -2.79872 -2.49137 0.29720 0.342 0.016 -0.446
C -2.31698 -3.22676 1.49281 0.070 0.029 0.362
C -2.60456 -4.61688 1.60890 0.194 -0.034 0.310
C -3.27775 -5.33734 0.59572 -0.150 -0.158 -0.126
C -3.56304 -6.66450 0.75457 -0.031 0.223 -0.251
C -3.17219 -7.34892 1.91645 0.166 0.012 0.261
C -2.49282 -6.68789 2.89996 -0.113 -0.292 -0.080
C -2.19633 -5.31508 2.77895 -0.075 0.217 -0.190
C -1.51651 -4.62639 3.80486 -0.039 0.222 -0.122
C -1.26850 -3.29116 3.68780 0.186 0.023 0.299
C -1.69356 -2.60348 2.54820 0.323 -0.072 -0.795
S -1.21472 -0.87500 2.44887 -1.323 1.767 -0.666
O -0.84681 -0.44441 3.78941 0.678 -0.200 0.452
C -2.84314 -0.13541 2.17303 0.491 0.120 -0.507
C -3.07985 0.62618 1.04418 0.171 0.007 0.005
C -4.32160 1.21668 0.87338 0.001 -0.109 0.155
C -5.31951 1.05441 1.82632 0.088 0.048 -0.035
C -6.67206 1.66852 1.65194 0.001 0.004 0.009
C -5.04146 0.32194 2.97713 0.192 -0.056 -0.021
C -3.80838 -0.27374 3.15498 0.082 -0.096 0.182
H -0.83188 -7.98327 -3.93719 -0.034 -0.086 -0.026
H 0.43035 -7.27969 -4.94942 0.040 -0.058 -0.047
H -1.25401 -6.88187 -5.25986 -0.037 -0.068 -0.042
H -0.70661 -7.06592 -1.75771 -0.018 -0.110 0.049
H -0.51796 -5.10976 -0.24591 -0.014 -0.080 0.189
H 0.09427 -2.56648 -3.60147 0.056 0.128 -0.097
H -0.06844 -4.51558 -5.11912 0.002 0.058 -0.090
H -1.85850 -1.11518 -2.64937 0.043 0.073 -0.147
H -4.29563 -0.80846 -2.87999 -0.013 0.081 -0.134
H -6.54256 -1.08819 -1.98604 -0.075 0.046 -0.061
H -8.04647 -1.79988 -0.16707 -0.094 0.024 -0.001
H -7.10079 -2.76542 1.90303 -0.062 -0.027 0.117
H -4.69008 -3.07835 2.13845 -0.017 -0.014 0.095
H -3.57125 -4.82897 -0.31251 -0.008 0.007 -0.016
H -4.09188 -7.19677 -0.02265 -0.024 -0.017 -0.078
H -3.40440 -8.39843 2.02040 -0.002 -0.075 0.041
H -2.17617 -7.20460 3.79438 0.021 -0.062 0.077
H -1.19154 -5.17113 4.67645 0.033 -0.049 0.151
H -0.75087 -2.73504 4.45213 0.105 0.021 0.141
H -2.29321 0.75907 0.31054 0.016 0.030 -0.060
H -4.51231 1.81167 -0.00594 -0.034 0.066 -0.151
H -6.76027 2.15369 0.68507 -0.063 0.065 -0.090
H -6.85513 2.40661 2.43108 -0.068 0.081 0.030
H -7.44204 0.90355 1.73170 -0.118 -0.031 -0.024
H -5.80352 0.22130 3.73625 -0.064 -0.052 0.094
H -3.57836 -0.83182 4.05029 -0.042 -0.085 0.133
C 1.26700 2.19988 2.05682 0.011 0.197 -0.457
C 0.49052 2.69399 0.82513 -0.188 1.064 1.244
C -0.78579 3.44219 1.25514 0.528 -0.243 -0.261
O 0.16799 1.66399 -0.03472 -0.385 -2.338 0.243
H 1.61729 3.04453 2.64501 0.076 0.086 0.092
H 2.13261 1.60964 1.74096 0.033 0.074 0.139
H 0.61858 1.58754 2.69381 0.088 0.117 0.004
H 1.11785 3.41137 0.26456 -0.040 -0.315 -0.011
H -1.38049 2.82266 1.92052 -0.091 -0.084 0.177
H -1.38182 3.67368 0.37775 -0.093 0.113 -0.127
H -0.51349 4.36300 1.76021 -0.082 0.177 0.158
F 2.25853 -1.12945 1.74124 -0.082 -0.319 0.605
B 3.20364 -1.11322 0.66300 -0.301 0.254 0.152
F 2.40035 -0.70909 -0.45992 -0.564 0.389 -0.504
F 3.71866 -2.33853 0.44173 0.292 -0.927 -0.149
F 4.13698 -0.16240 0.91539 0.631 0.652 0.124
```
Forces are in eV/Å.

Energy above the lowest of the compared OMol25 structures with the same formula, charge and spin ... 106.8 kJ/mol
Lowest unoccupied orbital energy (alpha / beta) ... -0.067 / -0.071 Ha
HOMO level (alpha / beta) ... -8.74 / -8.74 eV
Energy ... -81513.78166 eV

Entry 2:
Computed, not measured: a structure of composition C37H71CdGe2N3O2SSi4Te, with ωB97M-V with the def2-TZVPD basis set.

The geometry in XYZ format:
```
122
Properties=species:S:1:pos:R:3:forces:R:3
Cd -0.50631 0.74721 -0.54158 0.496 -0.026 0.252
C -2.56404 1.32177 2.43821 0.011 -0.116 -0.019
C -2.69815 -0.11522 1.91745 -0.020 0.069 0.012
N -1.40008 -0.72505 1.63719 0.088 0.005 -0.198
C -0.65138 -1.05489 2.85617 0.092 -0.011 -0.033
C 0.83759 -0.73909 2.79371 -0.064 0.093 -0.080
S 1.26023 0.92751 2.23614 0.255 -0.082 -0.029
C 0.33307 2.01833 3.34625 -0.046 -0.034 -0.183
C -0.68416 2.88572 2.59382 0.027 -0.032 0.026
N -1.56727 2.11964 1.72762 0.066 0.083 0.034
H -3.55604 1.78156 2.39516 0.007 0.012 0.004
H -2.28396 1.29425 3.49408 -0.033 0.011 0.013
H -3.27328 -0.68823 2.65893 0.013 -0.021 -0.001
H -3.26980 -0.11426 0.99046 -0.022 -0.040 0.108
H -1.54702 -1.56216 1.08748 -0.142 -0.017 0.187
H -1.08768 -0.50041 3.68835 -0.056 -0.014 -0.014
H -0.76310 -2.11668 3.10168 0.019 0.017 -0.006
H 1.29365 -0.92416 3.76739 -0.036 -0.061 0.012
H 1.33134 -1.38313 2.06467 -0.001 -0.021 0.025
H -0.14728 1.40955 4.11174 -0.002 0.023 0.030
H 1.04788 2.67078 3.84672 -0.043 0.003 0.072
H -1.23677 3.46950 3.34575 0.001 0.039 -0.025
H -0.14225 3.59784 1.96691 0.001 -0.014 0.000
H -2.01660 2.71965 1.04793 -0.038 -0.031 0.005
O 0.34902 -3.49644 0.85205 0.075 0.064 0.144
C 0.07624 -2.77096 -0.07597 -0.155 -0.182 -0.387
O 0.82241 -1.76206 -0.49976 0.238 0.063 0.222
C -1.17378 -3.00105 -0.89648 -0.083 0.087 -0.066
C -1.87818 -4.18223 -0.71932 -0.011 -0.042 0.074
C -2.95599 -4.43535 -1.55296 0.017 -0.026 0.012
C -3.28968 -3.49418 -2.51016 -0.002 0.017 -0.027
C -2.54674 -2.32239 -2.58411 0.047 0.094 0.108
N -1.50442 -2.07435 -1.79682 0.090 -0.105 0.051
H -1.56143 -4.87352 0.04869 -0.006 -0.024 -0.021
H -3.51798 -5.35586 -1.46338 -0.005 0.008 0.017
H -4.11483 -3.65446 -3.19047 -0.007 0.015 0.003
H -2.79956 -1.54522 -3.29418 -0.031 0.034 0.000
C 2.60398 -3.63908 -3.94895 -0.061 0.012 0.027
C 1.64930 -3.37766 -2.77925 0.148 -0.066 -0.052
Ge 2.40229 -2.22373 -1.38872 -0.280 0.007 -0.047
C 3.51134 -3.17728 -0.10559 0.059 0.087 0.026
C 4.64802 -3.95806 -0.77430 -0.049 0.022 0.048
C 3.30122 -0.76778 -2.25196 0.064 -0.099 0.071
C 3.12005 0.53758 -2.47964 -0.027 -0.031 0.056
Ge 1.73446 1.65678 -1.55539 -0.244 0.300 -0.245
C 0.89238 2.83663 -2.92578 0.100 -0.062 -0.115
C 1.69797 3.69622 -3.90052 -0.023 -0.028 0.063
C 2.60118 2.85920 -0.20538 -0.011 -0.057 0.020
C 3.24494 4.20684 -0.54207 -0.055 -0.030 0.020
C 4.03773 1.15027 -3.48597 0.014 0.031 0.071
C 4.71493 2.33736 -3.22645 -0.011 0.000 0.018
C 5.60642 2.87261 -4.14173 -0.008 0.014 -0.023
C 5.82228 2.23810 -5.35698 -0.016 -0.023 -0.001
C 5.13936 1.06411 -5.64162 0.019 0.019 0.002
C 4.26126 0.52406 -4.71374 -0.084 0.005 -0.036
H 2.15576 -4.31163 -4.68186 0.001 0.002 -0.005
H 3.54216 -4.08950 -3.62056 0.003 -0.007 -0.019
H 2.84939 -2.70869 -4.46351 0.012 -0.010 0.000
H 1.33245 -4.31777 -2.31788 -0.003 -0.005 -0.011
H 0.74826 -2.87076 -3.13132 -0.004 -0.011 0.000
H 2.85206 -3.84015 0.45404 0.001 -0.034 0.027
H 3.90876 -2.44577 0.60112 0.002 -0.012 0.023
H 4.26215 -4.70537 -1.46960 0.009 -0.010 0.004
H 5.24518 -4.48465 -0.02873 0.015 -0.003 -0.011
H 5.32233 -3.30290 -1.32926 -0.006 0.001 -0.005
H 4.16283 -1.22756 -2.75286 -0.030 0.037 -0.104
H 0.23368 3.47136 -2.32732 -0.105 0.084 0.029
H 0.21634 2.18030 -3.48560 0.012 0.008 0.057
H 2.37204 4.37932 -3.38387 0.041 -0.004 -0.001
H 1.03570 4.30063 -4.52679 0.021 0.017 0.021
H 2.30560 3.08666 -4.56792 0.044 -0.035 -0.034
H 3.28098 2.24692 0.39076 0.017 0.012 0.043
H 1.75408 3.06504 0.45422 -0.038 -0.034 0.076
H 4.25112 4.11526 -0.94783 -0.009 0.008 -0.037
H 3.33994 4.80580 0.36750 0.003 0.026 -0.008
H 2.64789 4.78488 -1.24848 -0.003 -0.006 -0.008
H 4.53493 2.84057 -2.29111 0.029 0.015 0.052
H 6.12691 3.79340 -3.90972 0.003 -0.005 0.007
H 6.51018 2.65749 -6.07958 -0.003 0.008 0.001
H 5.28842 0.56719 -6.59202 -0.006 -0.002 0.000
H 3.71772 -0.38118 -4.95572 -0.003 -0.010 0.028
C -1.31515 5.90750 -2.22336 0.092 -0.188 -0.117
Si -3.07664 5.25958 -2.19519 -0.200 0.222 0.110
C -4.05921 6.41729 -3.31238 -0.011 -0.050 -0.049
C -3.69328 5.45021 -0.42754 -0.026 -0.043 0.013
Si -3.59008 3.08908 -2.90367 0.211 -0.088 0.021
Te -3.11084 1.24380 -1.27057 -0.283 0.163 -0.310
Si -5.93699 2.85443 -2.83775 -0.216 -0.075 0.029
C -6.59801 2.89717 -1.07717 0.089 0.021 0.072
C -6.92884 4.13275 -3.80706 0.088 0.066 -0.058
C -6.36105 1.15695 -3.53735 0.100 -0.051 -0.033
Si -2.97921 2.53961 -5.10486 -0.111 -0.046 -0.184
C -1.38738 3.26400 -5.78691 0.105 0.038 0.157
C -2.88147 0.66992 -5.25078 0.000 -0.058 0.023
C -4.34641 3.16119 -6.24729 -0.026 0.017 0.040
H -1.35645 6.98603 -2.04971 0.008 0.008 0.014
H -0.82198 5.73944 -3.18265 0.015 0.004 -0.014
H -0.69080 5.46584 -1.44722 0.036 -0.044 0.055
H -3.99724 7.44536 -2.94654 0.019 0.008 0.003
H -5.11214 6.13928 -3.36630 0.014 0.023 0.008
H -3.66258 6.40230 -4.33140 -0.001 0.006 0.004
H -3.54844 6.47480 -0.07536 0.004 0.009 -0.010
H -3.15023 4.78146 0.24539 -0.007 -0.004 -0.005
H -4.75370 5.20527 -0.34306 0.021 0.014 0.008
H -6.58744 3.90802 -0.66388 -0.013 -0.008 -0.017
H -6.00980 2.25801 -0.41658 -0.017 -0.007 -0.007
H -7.63165 2.54127 -1.06701 -0.017 0.015 -0.016
H -7.04718 5.05660 -3.23741 -0.016 -0.014 0.008
H -7.92760 3.73678 -4.00832 -0.014 -0.007 0.025
H -6.47293 4.38752 -4.76429 -0.024 -0.009 -0.007
H -5.76406 0.38033 -3.05340 -0.017 0.008 0.014
H -6.17874 1.09799 -4.61240 -0.011 0.005 -0.003
H -7.41665 0.93440 -3.36205 -0.017 0.017 -0.003
H -0.49854 2.77828 -5.37891 -0.089 0.047 -0.047
H -1.30405 4.33495 -5.58612 -0.002 -0.005 -0.014
H -1.38075 3.12630 -6.87104 0.004 -0.005 -0.020
H -2.07473 0.27563 -4.62782 0.019 0.035 0.002
H -2.69352 0.37476 -6.28663 0.003 0.003 -0.008
H -3.81218 0.20174 -4.92230 -0.006 0.007 0.002
H -4.50373 4.23622 -6.12739 0.020 -0.001 -0.020
H -5.29788 2.66552 -6.04835 -0.011 0.009 -0.016
H -4.08201 2.97821 -7.29189 0.014 -0.016 -0.003
```
Forces are in eV/Å.

Energy above the lowest of the compared OMol25 structures with the same formula, charge and spin ... 46.6 kJ/mol
Lowest unoccupied orbital energy ... 0.000 Ha
HOMO level ... -6.89 eV
Energy ... -215325.80547 eV